{"formula": "C29H30BF7O2", "method": "ωB97M-V/def2-TZVPD", "symbols": ["F", "F", "F", "F", "F", "F", "F", "O", "O", "C", "C", "C", "C", "C", "C", "C", "C", "C", "C", "C", "C", "C", "C", "C", "C", "C", "C", "C", "C", "C", "C", "C", "C", "C", "C", "C", "C", "C", "B", "H", "H", "H", "H", "H", "H", "H", "H", "H", "H", "H", "H", "H", "H", "H", "H", "H", "H", "H", "H", "H", "H", "H", "H", "H", "H", "H", "H", "H", "H"], "coordinates": [[3.1374, 2.7366, 1.8424], [6.3715, -2.4520, 11.5628], [-2.9793, 2.1513, 1.5166], [5.0367, -1.3360, 12.9042], [6.6223, -0.2866, 11.8050], [-4.3574, -2.0910, 3.1185], [4.3944, -1.7893, 1.0944], [0.2143, -0.8832, 8.0336], [1.0400, 1.2464, 7.8813], [-1.5748, 0.0212, 6.6542], [-3.3858, -1.1416, 2.9490], [-0.8898, 2.6584, 7.8620], [-2.7022, 0.9549, 2.1334], [2.9801, 0.2020, 4.9810], [-3.7329, 0.0509, 2.3196], [2.8309, 1.3926, 1.9270], [3.4556, -0.8740, 1.5357], [3.7668, 0.4813, 1.4170], [-1.3778, 0.7281, 2.4882], [1.8113, -0.6966, 4.5479], [-1.0541, -0.4988, 3.1506], [-0.0356, 1.5684, 9.9808], [3.6724, 0.4044, 9.0105], [2.3271, -1.3334, 2.1589], [-0.2843, 1.4111, 8.4504], [1.5410, -0.4381, 3.0561], [0.2426, -0.9475, 3.5316], [2.7139, -1.8055, 9.5085], [4.7089, 0.1527, 9.8899], [2.5918, -0.4996, 8.9563], [2.0829, -2.0981, 5.1653], [-2.1120, -1.4340, 3.3699], [-1.9216, -0.5747, 9.0326], [4.6908, -1.0498, 10.6027], [-0.9340, 0.0042, 8.0352], [3.7409, -2.0302, 10.3899], [1.7130, 1.0087, 2.6318], [5.6928, -1.2735, 11.6993], [1.2713, -0.0464, 8.3865], [-0.9430, 1.8002, 10.5564], [-1.8082, -0.9975, 6.3182], [0.4374, 0.6707, 10.4314], [-4.7177, 0.2347, 1.9403], [4.6660, 0.8214, 0.9254], [5.5194, 0.8519, 10.0065], [2.0113, -2.5838, 9.2192], [-2.5396, 0.5628, 6.6764], [-0.5978, 1.4507, 2.2660], [1.0378, 1.7676, 3.0475], [2.6655, 1.2629, 5.0385], [3.1992, -0.1479, 5.9751], [0.6788, 2.3933, 10.1154], [2.5928, -2.8634, 4.5470], [-1.4214, -0.7457, 9.9972], [3.8996, 0.1575, 4.3385], [-0.9878, 2.5740, 6.7758], [-1.8889, 2.8179, 8.2929], [-0.9444, 0.4891, 5.8860], [1.0697, -0.3384, 5.3048], [-2.2638, -1.5472, 8.6519], [1.1676, -2.5606, 5.5660], [0.1966, -2.0174, 3.7722], [2.0561, -2.3866, 2.1678], [-0.2584, 3.5264, 8.0911], [3.6836, 1.2811, 8.3637], [3.8269, -2.9926, 10.9082], [-1.8711, -2.3860, 3.8672], [2.6771, -1.9105, 6.0637], [-2.8125, 0.0686, 9.1743]], "atomic_forces_ev_per_a": [[-0.526, -1.169, -0.167], [-0.479, 0.838, 0.117], [0.063, -1.012, 0.465], [0.632, -0.001, -0.735], [-0.657, -0.703, -0.122], [0.567, 0.699, -0.071], [-1.037, 0.801, -0.095], [0.225, 0.600, 1.253], [0.164, -0.359, 1.317], [-0.259, 0.243, -0.354], [-0.387, -0.604, -0.124], [-0.536, 0.030, 0.017], [0.373, 0.725, -0.561], [0.764, 1.283, -0.556], [0.653, -0.107, 0.132], [0.564, -0.233, 0.344], [0.438, -0.433, 0.714], [-0.153, 0.572, -0.195], [0.213, -0.815, 0.669], [0.820, -0.032, 5.445], [-1.578, 1.287, 0.237], [-0.237, -0.019, -0.083], [-0.551, -0.413, 0.329], [0.038, -0.330, 0.560], [0.175, -0.349, 0.015], [-0.962, 0.641, -4.488], [0.327, -1.126, -2.492], [-0.192, 1.379, -0.355], [0.032, -0.713, -0.115], [1.075, -0.938, -0.085], [-0.212, -0.705, -0.197], [0.640, 0.099, 0.323], [-0.204, 0.010, 0.333], [0.597, 0.824, 0.255], [-0.504, 0.458, -0.011], [0.291, -1.072, 0.173], [-0.729, -0.561, 0.803], [0.391, -0.251, 0.737], [-0.310, -0.161, -3.371], [0.166, -0.139, -0.245], [0.185, 0.129, 0.207], [-0.308, 0.329, -0.243], [-0.330, 0.089, 0.043], [0.020, -0.036, 0.079], [0.128, 0.039, 0.083], [-0.130, 0.263, 0.410], [0.463, -0.137, 0.030], [-0.502, -0.088, 0.020], [0.649, -0.268, -0.101], [0.225, -0.646, -0.045], [0.483, 0.315, 0.422], [-0.231, -0.206, -0.090], [-0.135, 0.682, 0.083], [-0.298, 0.085, -0.231], [-0.950, -0.288, 0.424], [0.047, 0.048, 0.186], [0.209, 0.083, -0.148], [-0.069, -0.089, 0.257], [-0.003, 0.163, -0.483], [0.059, 0.240, 0.152], [0.117, 0.142, -0.364], [0.518, 0.609, 0.002], [0.331, 0.146, -0.116], [-0.155, -0.254, -0.003], [-0.258, 0.016, 0.445], [0.028, 0.413, -0.196], [-0.387, 0.488, -0.313], [0.092, -0.281, -0.268], [0.503, -0.228, -0.054]], "mulliken_charge": [-0.353, -0.260, -0.331, -0.258, -0.280, -0.336, -0.347, -0.457, -0.760, -2.134, 0.524, -1.770, 0.309, -1.525, -0.926, 0.136, 0.506, -1.005, -0.753, 1.564, 0.905, -1.611, -0.585, -1.188, 1.178, 3.340, -1.705, -0.763, -0.570, 0.081, -1.586, -1.022, -1.841, 0.386, 2.163, -0.645, -1.094, 0.711, 1.258, 0.376, 0.589, 0.214, 0.521, 0.464, 0.480, 0.502, 0.436, 0.613, 0.611, 0.389, 0.527, 0.438, 0.318, 0.383, 0.286, 0.330, 0.325, 0.108, -0.986, 0.441, 0.396, 0.344, 0.450, 0.464, 0.496, 0.366, 0.418, 0.427, 0.318], "charge": 0, "homo_lumo_gap_ev": 5.002, "homo_ha": -0.2438}